# 1
This record from the OMol25 dataset describes 10 unconnected molecules or ions with the total composition C31H70Cl12O7 in a non-equilibrium geometry. The level of theory is ωB97M-V/def2-TZVPD.

Values from the calculation:
SMILES ... ClC(Cl)(Cl)Cl.ClC(Cl)(Cl)Cl.ClC(Cl)(Cl)Cl.CCOCC.CCOCC.CCOCC.CCOCC.CCOCC.CCOCC.CCOCC
Gap between HOMO and LUMO ... 9.6 eV

CARTESIAN COORDINATES (ANGSTROEM)
Cl 10.65138 13.51269 12.47472
C 9.75632 14.26392 11.17231
Cl 8.67431 13.08756 10.45083
Cl 8.86280 15.66396 11.77762
Cl 10.89148 14.86372 9.94427
Cl 7.92375 11.44889 13.79563
C 8.95968 10.01624 14.14675
Cl 10.38308 10.49638 15.01930
Cl 8.09220 8.85232 15.07109
Cl 9.43647 9.32616 12.55788
Cl 15.36686 14.91027 8.41490
C 14.95850 15.85741 9.85183
Cl 14.14748 14.82487 11.03358
Cl 16.38215 16.55752 10.53212
Cl 13.79402 17.14265 9.27790
C 8.47840 15.92224 20.88383
C 8.55845 14.86582 19.77521
O 8.93000 15.55704 18.58638
C 9.25780 14.85929 17.43821
C 9.56826 15.86604 16.33239
H 9.44282 16.44415 20.82294
H 7.68779 16.62251 20.70438
H 8.37871 15.49793 21.88234
H 9.25509 14.06174 20.03875
H 7.57835 14.41918 19.58806
H 10.17576 14.32148 17.70133
H 8.45100 14.12596 17.25411
H 10.19055 16.68041 16.78730
H 8.61015 16.31018 16.04070
H 10.13592 15.40251 15.47375
C 15.82847 11.35721 19.87110
C 16.28278 12.79301 19.97837
O 17.59198 12.74646 20.50186
C 18.12968 14.04473 20.67405
C 19.53868 13.88160 21.20464
H 15.85232 10.78230 20.82155
H 14.79498 11.26626 19.50329
H 16.40870 10.87927 19.07613
H 16.29526 13.26090 18.98021
H 15.62306 13.49375 20.51880
H 18.10449 14.58582 19.69151
H 17.51613 14.65887 21.32948
H 19.92567 14.86905 21.12501
H 20.14554 13.20175 20.57888
H 19.48197 13.57835 22.24118
C 15.45120 14.16033 25.10609
C 13.94467 14.05409 24.87143
O 13.70315 13.57228 23.53475
C 12.26252 13.25493 23.41718
C 11.98869 13.05955 21.94591
H 15.79034 14.54272 26.08395
H 16.08762 13.28326 24.91652
H 15.78596 14.91712 24.38603
H 13.46598 13.32744 25.52189
H 13.57476 15.02030 25.13081
H 12.05796 12.41534 24.05700
H 11.65950 14.12811 23.76666
H 12.36527 13.84817 21.31106
H 10.91333 12.93886 21.78030
H 12.38144 12.09286 21.63087
C 15.60223 11.09027 14.94615
C 14.26823 10.32425 14.93965
O 14.39561 9.34150 13.97210
C 13.22100 8.61388 13.69981
C 13.63250 7.39613 12.93483
H 15.76606 11.53446 13.95012
H 15.59707 11.75497 15.81331
H 16.34447 10.31275 15.16086
H 14.03258 9.91633 15.93729
H 13.43783 10.97841 14.68365
H 12.67727 8.35582 14.62044
H 12.51778 9.29487 13.20559
H 12.82671 6.74862 12.56570
H 14.37129 6.81318 13.55184
H 14.13517 7.64337 12.01726
C 17.86461 16.49329 15.18527
C 17.44121 15.04469 15.47159
O 18.37295 14.58439 16.51327
C 18.15112 13.15569 16.56138
C 19.37184 12.71750 17.35228
H 17.49667 16.82327 14.23424
H 17.48826 17.14024 15.98084
H 18.96082 16.52488 15.15239
H 16.42634 14.97358 15.83401
H 17.59378 14.46896 14.58407
H 17.20895 12.91134 17.03509
H 18.11210 12.79972 15.54352
H 19.41828 11.66965 17.63456
H 19.39887 13.24114 18.32099
H 20.24830 13.03130 16.79556
C 12.20511 17.40641 13.42675
C 13.16923 17.78496 14.47692
O 12.91686 17.14670 15.71880
C 13.76628 17.57471 16.76468
C 13.66897 16.69766 18.01371
H 12.33918 16.31905 13.23587
H 11.16978 17.58939 13.73672
H 12.29044 18.00747 12.54592
H 14.15010 17.49318 14.12995
H 13.11366 18.82591 14.69321
H 14.78695 17.43922 16.39911
H 13.61136 18.64516 16.94048
H 13.99707 15.69028 17.77754
H 12.64061 16.78094 18.37510
H 14.27193 17.10319 18.78359
C 13.78726 14.03652 14.56789
C 12.83786 13.76829 15.68997
O 13.61399 13.40139 16.80671
C 12.92115 13.18437 18.01472
C 12.18497 11.86642 18.02293
H 13.42577 13.95255 13.58139
H 14.32994 14.94052 14.75486
H 14.61283 13.31126 14.61632
H 12.22486 14.64850 15.84231
H 12.18246 12.91237 15.42207
H 13.59641 13.03720 18.83935
H 12.23580 13.96150 18.29407
H 11.77329 11.81552 19.08341
H 12.88330 11.06368 17.75179
H 11.34686 11.86274 17.31591

Here are the Löwdin charges for atoms 1 to 99, given in e: number 1, Cl, carries 0.53; number 2, C, carries -2.06; number 3, Cl, carries 0.54; number 4, Cl, carries 0.53; number 5, Cl, carries 0.50; number 6, Cl, carries 0.49; number 7, C, carries -2.05; number 8, Cl, carries 0.57; number 9, Cl, carries 0.58; number 10, Cl, carries 0.51; number 11, Cl, carries 0.52; number 12, C, carries -2.03; number 13, Cl, carries 0.52; number 14, Cl, carries 0.56; number 15, Cl, carries 0.47; number 16, C, carries -0.07; number 17, C, carries -0.26; number 18, O, carries -0.19; number 19, C, carries -0.30; number 20, C, carries -0.06; number 21, H, carries 0.08; number 22, H, carries 0.06; number 23, H, carries 0.07; number 24, H, carries 0.10; number 25, H, carries 0.11; number 26, H, carries 0.09; number 27, H, carries 0.13; number 28, H, carries 0.09; number 29, H, carries 0.07; number 30, H, carries 0.07; number 31, C, carries -0.06; number 32, C, carries -0.30; number 33, O, carries -0.16; number 34, C, carries -0.30; number 35, C, carries -0.07; number 36, H, carries 0.09; number 37, H, carries 0.05; number 38, H, carries 0.08; number 39, H, carries 0.10; number 40, H, carries 0.12; number 41, H, carries 0.12; number 42, H, carries 0.11; number 43, H, carries 0.06; number 44, H, carries 0.08; number 45, H, carries 0.07; number 46, C, carries -0.08; number 47, C, carries -0.29; number 48, O, carries -0.17; number 49, C, carries -0.24; number 50, C, carries -0.09; number 51, H, carries 0.08; number 52, H, carries 0.08; number 53, H, carries 0.07; number 54, H, carries 0.11; number 55, H, carries 0.10; number 56, H, carries 0.11; number 57, H, carries 0.12; number 58, H, carries 0.07; number 59, H, carries 0.07; number 60, H, carries 0.07; number 61, C, carries -0.07; number 62, C, carries -0.30; number 63, O, carries -0.16; number 64, C, carries -0.31; number 65, C, carries -0.07; number 66, H, carries 0.09; number 67, H, carries 0.05; number 68, H, carries 0.08; number 69, H, carries 0.12; number 70, H, carries 0.09; number 71, H, carries 0.11; number 72, H, carries 0.09; number 73, H, carries 0.08; number 74, H, carries 0.10; number 75, H, carries 0.07; number 76, C, carries -0.06; number 77, C, carries -0.24; number 78, O, carries -0.17; number 79, C, carries -0.27; number 80, C, carries -0.05; number 81, H, carries 0.05; number 82, H, carries 0.07; number 83, H, carries 0.08; number 84, H, carries 0.10; number 85, H, carries 0.10; number 86, H, carries 0.09; number 87, H, carries 0.10; number 88, H, carries 0.08; number 89, H, carries 0.05; number 90, H, carries 0.08; number 91, C, carries -0.07; number 92, C, carries -0.29; number 93, O, carries -0.18; number 94, C, carries -0.27; number 95, C, carries -0.04; number 96, H, carries 0.06; number 97, H, carries 0.08; number 98, H, carries 0.07; number 99, H, carries 0.11


# 2
This record from the OMol25 dataset describes 2 unconnected molecules or ions with the total composition C7H7FO in a non-equilibrium geometry. The level of theory is ωB97M-V/def2-TZVPD.

Values from the calculation:
Energy above the lowest of the compared OMol25 structures with the same formula, charge and spin ... 29.9 kcal/mol
Gap between HOMO and LUMO (alpha / beta) ... 7.9 / 7.9 eV

CARTESIAN COORDINATES (ANGSTROEM)
C -1.23323 0.71874 0.18909
C -0.56103 0.06053 1.27652
C -0.82134 0.45157 -1.08431
C 0.42614 -0.88424 1.05200
C 2.30593 0.63564 -0.11673
C 0.24143 -0.49072 -1.50240
C 0.97096 -0.92980 -0.23665
O 2.05121 1.48796 0.66910
F 1.79620 -2.02671 -0.42016
H -1.83064 1.58667 0.43581
H -0.94858 0.31931 2.24626
H -1.15069 1.09645 -1.88028
H 0.92146 -1.38944 1.82613
H 2.87023 0.75300 -1.04692
H 0.06708 -1.35579 -2.02098
H 1.08815 0.10766 -2.04196

Charges per atom according to Löwdin partitioning, unit e: number 1, C, carries -0.08; number 2, C, carries -0.07; number 3, C, carries -0.08; number 4, C, carries -0.04; number 5, C, carries -0.08; number 6, C, carries -0.11; number 7, C, carries -0.34; number 8, O, carries 0.06; number 9, F, carries 0.00; number 10, H, carries 0.10; number 11, H, carries 0.10; number 12, H, carries 0.10; number 13, H, carries 0.11; number 14, H, carries 0.10; number 15, H, carries 0.09; number 16, H, carries 0.14


# 3
This record from the OMol25 dataset describes 2 unconnected molecules or ions with the total composition C3H9NS in a non-equilibrium geometry. The level of theory is ωB97M-V/def2-TZVPD.

Values from the calculation:
SMILES ... C=N.CCS
Energy above the lowest of the compared OMol25 structures with the same formula, charge and spin ... 40.1 kcal/mol
Gap between HOMO and LUMO ... 8.7 eV

CARTESIAN COORDINATES (ANGSTROEM)
C 2.55274 -1.39542 0.12898
N 2.00874 -0.27358 0.30431
H 2.24161 -2.27484 0.69946
H 3.06345 -1.57497 -0.81672
H 1.52539 -0.23156 1.20039
C -1.71440 1.10529 0.55325
C -1.51947 0.31295 -0.74793
S -0.00376 0.60955 -1.67730
H -0.94273 0.73170 1.23088
H -1.63860 2.18768 0.58633
H -2.69881 0.82798 0.93692
H -1.43808 -0.70826 -0.37371
H -2.41215 0.32002 -1.36711
H 0.97605 0.36345 -0.65774

Charges per atom according to Löwdin partitioning, unit e: number 1, C, carries -0.08; number 2, N, carries -0.04; number 3, H, carries 0.08; number 4, H, carries 0.08; number 5, H, carries 0.07; number 6, C, carries -0.18; number 7, C, carries -0.66; number 8, S, carries 0.63; number 9, H, carries 0.05; number 10, H, carries 0.06; number 11, H, carries 0.07; number 12, H, carries 0.05; number 13, H, carries 0.06; number 14, H, carries -0.17


# 4
This record from the OMol25 dataset describes 2 unconnected molecules or ions with the total composition C6H11N2S in a non-equilibrium geometry. The level of theory is ωB97M-V/def2-TZVPD.

Values from the calculation:
Net charge ... +1
Energy above the lowest of the compared OMol25 structures with the same formula, charge and spin ... 86.3 kcal/mol
Gap between HOMO and LUMO ... 8.7 eV

CARTESIAN COORDINATES (ANGSTROEM)
C -3.43908 -1.21926 -0.25588
C -3.48770 0.13830 -0.08959
C -1.20175 -0.88642 0.24582
C 1.51950 1.81953 0.35967
C 2.57630 0.21706 -0.94351
C 1.56421 -0.44558 1.20655
N -2.17901 -1.73385 -0.13385
N 1.89073 0.45430 0.33294
S -1.91477 0.66438 0.33456
H -4.28094 -1.96169 -0.50593
H -4.36062 0.71860 -0.26208
H 2.39160 2.31682 -0.09892
H 0.71916 1.86634 -0.22879
H 1.14431 2.08091 1.29970
H 3.42414 0.84526 -1.24734
H 2.89946 -0.86065 -0.95974
H 1.90548 0.23621 -1.82624
H 1.10150 -0.00587 2.01284
H 1.82008 -1.55662 1.17924
H -2.09262 -2.68779 -0.41947

Charges per atom according to Löwdin partitioning, unit e: number 1, C, carries -0.20; number 2, C, carries -0.38; number 3, C, carries -0.40; number 4, C, carries -0.01; number 5, C, carries -0.02; number 6, C, carries 0.16; number 7, N, carries -0.10; number 8, N, carries -0.21; number 9, S, carries 0.95; number 10, H, carries 0.16; number 11, H, carries 0.07; number 12, H, carries 0.13; number 13, H, carries 0.04; number 14, H, carries 0.10; number 15, H, carries 0.11; number 16, H, carries 0.12; number 17, H, carries 0.12; number 18, H, carries 0.08; number 19, H, carries 0.16; number 20, H, carries 0.14


Repeat the second record exactly.
This record from the OMol25 dataset describes 2 unconnected molecules or ions with the total composition C7H7FO in a non-equilibrium geometry. The level of theory is ωB97M-V/def2-TZVPD.

Values from the calculation:
Energy above the lowest of the compared OMol25 structures with the same formula, charge and spin ... 29.9 kcal/mol
Gap between HOMO and LUMO (alpha / beta) ... 7.9 / 7.9 eV

CARTESIAN COORDINATES (ANGSTROEM)
C -1.23323 0.71874 0.18909
C -0.56103 0.06053 1.27652
C -0.82134 0.45157 -1.08431
C 0.42614 -0.88424 1.05200
C 2.30593 0.63564 -0.11673
C 0.24143 -0.49072 -1.50240
C 0.97096 -0.92980 -0.23665
O 2.05121 1.48796 0.66910
F 1.79620 -2.02671 -0.42016
H -1.83064 1.58667 0.43581
H -0.94858 0.31931 2.24626
H -1.15069 1.09645 -1.88028
H 0.92146 -1.38944 1.82613
H 2.87023 0.75300 -1.04692
H 0.06708 -1.35579 -2.02098
H 1.08815 0.10766 -2.04196

Charges per atom according to Löwdin partitioning, unit e: number 1, C, carries -0.08; number 2, C, carries -0.07; number 3, C, carries -0.08; number 4, C, carries -0.04; number 5, C, carries -0.08; number 6, C, carries -0.11; number 7, C, carries -0.34; number 8, O, carries 0.06; number 9, F, carries 0.00; number 10, H, carries 0.10; number 11, H, carries 0.10; number 12, H, carries 0.10; number 13, H, carries 0.11; number 14, H, carries 0.10; number 15, H, carries 0.09; number 16, H, carries 0.14